# 1
Entry from the Open Molecules 2025 dataset: C5H6O in the gas phase in a non-equilibrium geometry (the ωB97M-V functional and the def2-TZVPD basis).

Structure (XYZ):
```
12
Properties=species:S:1:pos:R:3:forces:R:3:nbo_charge:R:1
C -0.4222 1.0676 -1.1458 -1.1 -1.2 -0.1 -0.27
C 0.3975 1.8484 -0.4370 0.6 -2.2 0.3 0.25
C -0.5075 -0.3595 -0.4509 0.5 0.7 -2.1 -0.42
C 0.2501 -0.1647 0.8821 -2.0 4.5 -0.3 -0.45
C 1.1872 1.0224 0.5741 -4.9 -0.1 -0.7 0.03
O 0.7437 2.3634 0.7558 0.6 1.6 0.4 -0.40
H -1.1208 1.1232 -2.0080 0.5 1.1 0.9 0.22
H -1.5967 -0.5478 -0.4381 0.5 -0.1 0.6 0.22
H -0.0956 -1.0905 -1.1761 0.0 -0.2 0.8 0.20
H -0.4520 0.3483 1.6437 0.9 -1.8 -0.7 0.23
H 0.8842 -0.9201 1.1530 0.8 -2.3 1.3 0.22
H 2.1621 0.8274 0.4579 3.7 0.0 -0.4 0.17
```
Positions in Å, forces in eV/Å.

As for the energy relative to the best compared isomer or geometry (same formula, charge and spin): 4.9502 eV. For the HOMO energy, the calculation gives -8.13 eV. For the energy, the calculation gives -7324.3343 eV. As for the SMILES: C1=C2O[C@H]2CC1. Its largest force on an atom is 0.0965 Eh/bohr. The HOMO-LUMO gap is 8.78 eV.

# 2
Entry from the Open Molecules 2025 dataset: C11H24BaO15S3 as an isolated structure in a non-equilibrium geometry (the ωB97M-V functional and the def2-TZVPD basis).

Structure (XYZ):
```
54
Properties=species:S:1:pos:R:3:forces:R:3:mulliken_charge:R:1
Ba -2.6974 -0.0255 -0.5740 -1.9 -1.1 -3.8 1.55
C -2.7875 0.8572 -3.5267 -3.9 -1.7 -1.3 0.43
O -3.3533 0.3117 -4.4402 -1.5 -0.9 -5.0 -0.80
O -1.6838 0.5572 -3.1688 10.2 -1.7 2.6 -0.72
O -3.4449 1.4845 -2.6962 -3.7 5.1 5.3 -0.83
C -4.4008 -2.3648 -2.2216 1.4 3.0 -2.8 0.59
O -3.2665 -2.6592 -1.7835 4.8 -3.1 3.2 -0.76
O -4.8821 -1.3315 -1.7428 -3.2 4.7 5.3 -0.84
O -4.7600 -2.5928 -3.3572 -1.9 -4.2 -3.7 -0.72
O -0.3757 -1.6070 -0.2964 1.5 -1.2 -0.5 -0.16
S 0.1984 -2.7292 -1.0364 -1.4 -0.6 -0.6 1.01
O -0.0053 -2.8926 -2.4328 1.0 0.4 0.5 -0.58
O 1.8487 -2.8252 -0.6889 -2.3 -0.6 -1.0 -0.36
C 2.3834 -1.8302 0.1288 -1.2 0.6 0.8 1.09
C 3.8310 -1.8015 -0.0967 1.2 1.4 0.5 -1.59
C -0.3329 -4.2151 -0.2094 0.8 0.2 0.7 -0.73
H 2.1053 -1.9989 1.1692 0.3 -0.4 0.4 0.04
H 1.8940 -0.8713 -0.0423 0.2 0.2 -0.5 -0.48
H 4.3806 -2.6229 0.3632 -0.1 -0.2 -0.5 0.39
H 4.1592 -0.8961 0.4137 0.4 0.1 0.3 0.40
H 4.0629 -1.5816 -1.1388 0.1 -0.6 -0.1 0.37
H 0.2776 -5.0893 -0.4355 0.2 0.3 -0.4 0.38
H -1.3827 -4.4623 -0.3673 -0.1 0.7 -0.2 0.29
H -0.0790 -3.9052 0.8043 -0.5 -0.5 0.4 0.03
O 1.8752 2.4753 0.5516 -0.6 -0.3 0.1 -0.67
S 0.8596 2.1767 -0.4270 -1.6 0.0 -3.0 0.88
O -0.2278 1.1967 -0.1640 2.9 2.8 -0.1 -0.16
O 0.3024 3.6438 -0.8926 0.6 -0.9 1.9 -0.37
C -0.8661 3.7585 -1.7027 -0.7 0.6 -2.4 0.28
C -0.5004 4.7623 -2.8501 0.6 -0.4 0.3 -1.23
C 1.7331 1.6976 -2.0304 -1.2 0.0 1.8 -0.63
H -1.7660 4.0854 -1.1818 0.4 0.0 0.5 0.20
H -1.1035 2.7956 -2.1551 -0.3 -0.3 -0.2 0.13
H -0.1062 5.7194 -2.5087 -0.1 0.1 0.5 0.32
H -1.2573 5.0087 -3.5947 -0.4 -0.5 0.4 0.39
H 0.3270 4.3286 -3.4116 0.0 -0.2 -0.1 0.26
H 0.9891 1.4542 -2.7889 -0.4 -0.5 0.3 0.25
H 2.2296 0.8449 -1.5674 0.5 -0.2 -1.0 0.11
H 2.3674 2.4848 -2.4381 0.2 0.0 0.8 0.35
O -1.7561 -0.1844 4.4419 1.0 -0.8 -1.1 -0.68
S -1.0273 -0.6117 3.2448 -2.2 1.6 0.0 0.98
O -1.5797 -0.1081 1.9817 1.1 -1.3 2.1 -0.45
O 0.4909 -0.1261 3.3806 -0.7 -0.7 -0.3 -0.17
C 0.6766 1.2739 3.7135 -0.8 0.3 1.0 -0.08
C 2.0434 1.3286 4.3046 0.8 0.5 -1.1 -1.22
C -0.8034 -2.4256 3.2667 0.3 1.9 -0.2 -0.50
H -0.0787 1.5759 4.4391 -0.2 -0.2 0.0 0.43
H 0.5591 1.9135 2.8387 0.2 -0.3 -0.2 0.08
H 2.2326 0.6864 5.1648 -0.3 0.0 -0.1 0.31
H 2.3280 2.3594 4.5158 -0.1 0.0 0.2 0.39
H 2.6414 1.0293 3.4439 0.7 -0.2 0.4 0.26
H -0.4799 -2.6616 4.2805 0.1 -0.1 -0.2 0.37
H -0.0319 -2.5051 2.5008 -0.1 -0.7 0.1 -0.26
H -1.7606 -2.8852 3.0204 0.2 0.2 -0.2 0.43
```
Positions in Å, forces in eV/Å.

The total charge is -2. As for the energy relative to the best compared isomer or geometry (same formula, charge and spin): 0.0000 eV. For the HOMO energy, the calculation gives 1.59 eV. For the energy, the calculation gives -75704.3417 eV. Its largest force on an atom is 0.2067 Eh/bohr. The HOMO-LUMO gap is 1.60 eV.

# 3
Entry from the Open Molecules 2025 dataset: C18H24F2K2NO22S2 as an isolated structure in a non-equilibrium geometry (the ωB97M-V functional and the def2-TZVPD basis).

Structure (XYZ):
```
71
Properties=species:S:1:pos:R:3:forces:R:3:lowdin_spin:R:1
K -0.6426 5.7280 -1.7090 -0.1 -1.0 0.4 0.07
K -2.5652 -0.4704 -3.0181 0.1 0.2 0.2 0.11
N -1.8019 1.3425 -1.2604 1.8 -0.5 -1.8 0.14
S -0.1291 1.6274 -1.3954 -0.9 0.5 3.1 0.18
O 0.7585 0.9182 -0.4536 -0.5 0.2 -1.9 0.10
O 0.2286 2.9365 -1.9468 0.3 -0.5 -0.6 0.07
F 0.0028 0.6712 -2.7191 -0.1 -0.1 -0.3 0.01
S -1.9562 2.1614 0.0942 0.5 0.2 2.1 0.14
O -1.7467 3.6251 0.0008 -1.1 -1.0 0.1 0.08
O -1.7704 1.4427 1.3482 1.6 0.5 -0.2 0.05
F -3.5210 1.8949 0.1444 -1.5 1.2 -1.1 0.01
C -3.2215 1.6651 3.9186 1.2 -1.5 0.7 0.00
C -3.6715 2.1558 5.2697 -0.5 -0.3 0.8 0.00
O -4.0360 3.4331 4.8844 -1.5 3.0 2.1 0.00
C -4.4295 3.4788 3.6439 1.7 0.1 -2.5 0.00
O -4.8681 4.3503 2.9882 -1.9 2.3 0.4 0.00
O -3.9426 2.4394 2.9833 0.2 -2.3 0.3 0.00
H -3.4257 0.6043 3.7734 0.3 0.4 -0.2 0.00
H -2.1600 1.9124 3.9183 0.1 -0.3 -0.9 0.00
H -2.9600 2.3174 6.0795 0.5 -0.6 -0.4 0.00
H -4.5379 1.6726 5.7213 -0.2 -0.4 -0.2 0.00
C 4.1738 2.7871 -1.3227 -2.4 -1.5 -0.8 0.00
C 4.8033 2.2590 -2.6009 -0.6 1.2 -0.8 0.00
O 5.1614 0.9148 -2.3261 1.5 0.2 -1.2 0.00
C 5.0033 0.6215 -1.0532 1.5 -2.0 2.6 0.00
O 5.5178 -0.3483 -0.4473 -2.5 3.8 -2.2 0.00
O 4.2256 1.6158 -0.5130 0.7 -0.4 2.1 0.00
H 3.1100 2.9143 -1.5231 -0.2 0.2 0.1 0.00
H 4.4634 3.7396 -0.8790 1.0 -0.5 0.3 0.00
H 5.5584 2.9914 -2.8863 1.1 -0.9 -0.1 0.00
H 4.1198 2.2304 -3.4495 -0.2 -0.1 0.2 0.00
C 1.8236 -0.7816 1.9986 -0.2 0.3 -1.0 0.00
C 1.8737 0.4574 2.7869 1.8 1.2 -0.9 0.00
O 1.0784 0.2236 3.8956 -1.6 0.4 0.9 0.00
C 0.8048 -1.0766 3.9804 -0.1 -2.1 2.3 0.00
O 0.2603 -1.6207 4.9412 0.9 1.4 -2.6 0.00
O 1.3719 -1.7457 2.9328 -0.4 -0.4 0.6 0.00
H 2.8102 -0.9029 1.5514 -0.2 -1.0 0.0 0.00
H 1.0724 -0.5946 1.2312 0.1 -0.7 -0.1 0.00
H 1.5630 1.2083 2.0604 -0.4 0.7 0.9 0.00
H 2.8906 0.6419 3.1334 0.0 0.3 0.1 0.00
C 0.9108 -2.7468 -0.4657 -1.3 -1.2 1.6 0.00
C 0.5726 -2.9542 -1.8692 -4.2 -2.2 -0.7 0.00
O 1.6901 -2.8399 -2.5914 0.5 -0.1 -2.6 0.00
C 2.6303 -2.4729 -1.7680 7.0 1.2 -4.5 0.00
O 3.7744 -2.2942 -2.1999 -2.5 -0.4 1.8 0.00
O 2.1990 -2.3303 -0.5957 1.7 2.3 4.2 0.00
H 0.9979 -3.6726 0.1031 -0.7 0.0 0.2 0.00
H 0.1857 -2.0640 -0.0228 0.7 0.3 0.5 0.00
H -0.1844 -2.2329 -2.1769 -0.2 -0.1 -0.4 0.00
H 0.2644 -3.9936 -1.9824 -1.0 0.1 -0.3 0.00
C -2.8560 -1.4006 2.5903 -2.3 0.0 1.1 0.00
C -3.7651 -1.7362 3.8541 1.6 2.3 1.2 0.00
O -4.4002 -2.8565 3.4713 -2.5 -2.9 -0.7 0.00
C -3.7897 -3.5037 2.5008 2.3 -1.4 -0.2 0.00
O -3.9389 -4.6480 2.1621 -0.6 1.4 0.1 0.00
O -2.7330 -2.7446 2.0603 0.0 0.9 -0.4 0.00
H -1.9773 -0.7604 2.6676 0.5 -1.0 0.4 0.00
H -3.5070 -0.7818 1.9728 -0.1 -0.3 -0.7 0.00
H -4.5721 -1.0783 4.1767 0.3 0.8 -0.7 0.00
H -3.2702 -1.9488 4.8017 0.8 0.0 -0.1 0.00
C 0.1570 -0.8541 -6.1727 -1.6 -1.8 -3.1 0.00
C 1.0243 -2.0323 -6.5947 -0.4 -2.0 1.6 0.00
O 2.2755 -1.6953 -6.0742 1.4 0.8 -0.7 0.00
C 2.1374 -0.6083 -5.2851 3.9 -1.5 1.4 0.00
O 2.9780 -0.2249 -4.5335 0.0 0.4 -0.5 0.00
O 0.9573 -0.1281 -5.3709 -2.5 3.0 1.1 0.00
H -0.7716 -1.1919 -5.7127 0.1 0.2 0.4 0.00
H -0.1082 -0.3980 -7.1265 -0.2 1.0 0.3 0.00
H 1.0166 -2.3556 -7.6356 0.2 0.5 0.0 0.00
H 0.8129 -2.8928 -5.9598 -0.8 -0.5 -0.5 0.00
```
Positions in Å, forces in eV/Å.

As for the spin multiplicity: 2. The expectation value of S² is 0.75. For the HOMO energy (spin up / spin down), the calculation gives -4.25 / -9.35 eV. For the energy, the calculation gives -125340.1536 eV. Its largest force on an atom is 0.1633 Eh/bohr. The HOMO-LUMO gap (spin up / spin down) is 3.01 / 8.00 eV.